Formula: C5H10O2
Source: OMol25
Level of theory: ωB97M-V/def2-TZVPD

Each line ends with the Mulliken charge.
Cartesian coordinates (Å):
C1 -0.115 2.127 0.186  -1.426
C2 -0.105 0.659 0.551  0.298
O1 -1.307 0.054 0.070  -0.439
C3 -1.097 -1.350 -0.085  -0.528
C4 0.400 -1.597 0.165  -0.556
C5 0.987 -0.207 -0.086  -0.139
O2 1.137 0.058 -1.467  -0.577
H1 -1.016 2.602 0.585  0.370
H2 -0.100 2.257 -0.899  0.277
H3 0.760 2.632 0.608  0.379
H4 -0.042 0.548 1.647  0.306
H5 -1.391 -1.624 -1.106  0.282
H6 -1.740 -1.906 0.608  0.309
H7 0.577 -1.897 1.204  0.300
H8 0.833 -2.353 -0.495  0.296
H9 1.972 -0.060 0.365  0.468
H10 0.249 0.058 -1.851  0.382

Forces on the atoms, in the same order (eV/Å):
0.02 0.02 -0.01
0.14 0.13 0.04
-0.08 0.06 0.00
-0.04 -0.28 -0.07
0.03 -0.04 0.01
0.06 -0.02 0.30
-0.19 0.00 -0.14
0.13 -0.07 -0.05
-0.01 -0.01 0.14
-0.11 -0.08 -0.06
-0.02 -0.01 -0.14
0.02 0.01 0.15
0.10 0.09 -0.06
-0.01 0.05 -0.15
-0.08 0.12 0.07
-0.15 -0.02 -0.01
0.17 0.05 -0.03

## Properties
- Kohn-Sham gap: 10.67 eV
- HOMO energy: -9.70 eV
- SMILES string: C[C@H]1OCC[C@H]1O
- Net charge: 0
- Energy relative to the best compared isomer or geometry (same formula, charge and spin): 28.9 kcal per mole
- Calculated total energy: -346.97937 a.u.